{
  "formula": "C18H14BrCl2N2O6S",
  "method": "the ωB97M-V functional and the def2-TZVPD basis",
  "elements": ["Br", "H", "H", "O", "C", "H", "N", "C", "C", "C", "H", "C", "H", "C", "C", "H", "Cl", "H", "C", "O", "O", "C", "N", "H", "C", "H", "S", "C", "H", "H", "O", "H", "C", "O", "C", "C", "H", "O", "C", "C", "Cl", "C", "C", "H"],
  "positions_angstrom": [[-1.8805, -1.7841, 6.6934], [3.2849, 2.1236, 0.5781], [1.7513, 1.4523, -1.3503], [2.4465, 2.2071, 2.9706], [-1.1232, -0.5653, 3.5597], [-2.0397, -3.1348, -5.0276], [0.6240, 0.7365, 3.0613], [2.2646, 2.5118, 0.4451], [1.5280, 1.1525, 5.3380], [-0.0549, -1.7719, -7.4433], [-0.4146, 0.8322, -5.2723], [-0.9041, -0.9919, -2.0144], [2.1219, 1.2213, 7.4093], [1.4052, 0.8322, 6.6907], [-0.4675, -0.1981, 4.8275], [2.3205, 1.7752, 4.9425], [-1.5845, -0.4702, -0.5873], [2.4818, 3.0525, -1.6251], [-0.3834, -0.0764, 2.5184], [-2.4509, -2.1547, 2.5507], [1.3062, 1.6110, 1.1140], [1.8066, 2.4827, -0.9850], [-2.3563, -1.2744, 3.4334], [2.2007, 3.5148, 0.8910], [0.5911, 0.6360, 4.4613], [0.2427, -0.2583, 8.1557], [-1.9762, -0.7563, -3.3746], [-1.1856, -1.1599, -4.9793], [-0.9749, -3.7058, -7.2126], [-0.5318, -0.2069, 1.4615], [-3.0574, -1.7112, -3.2671], [0.6459, 0.2637, -7.4599], [0.0894, -0.4865, -6.9089], [-2.2259, 0.6649, -3.4708], [-0.4914, -0.1732, -5.6745], [-1.4085, -2.4138, -5.5381], [0.8035, 2.9143, -1.0658], [-3.3046, -0.9508, 4.1786], [-0.8260, -2.7279, -6.7712], [-0.5590, -0.5428, 6.1750], [0.6703, -2.1622, -8.9568], [1.5461, 1.5757, 2.4305], [0.3485, -0.0070, 7.1048], [-0.2788, -1.8761, -2.0062]],
  "atomic_forces_ev_per_a": [[0.160, -0.058, 0.479], [-0.391, 0.060, 0.061], [-0.002, 0.161, 0.007], [-1.385, -0.999, -0.441], [1.236, 0.329, 0.630], [0.145, 0.156, 0.040], [0.090, -0.239, 0.568], [-0.439, -0.329, -0.410], [0.263, 0.148, 0.869], [-0.728, 0.270, 1.199], [0.004, -0.219, 0.093], [1.742, -0.111, -3.730], [-0.195, -0.109, -0.087], [-0.783, -0.275, -0.630], [-0.284, 0.126, -0.488], [-0.128, -0.189, 0.348], [-1.044, 0.646, 1.914], [0.020, 0.001, 0.028], [-0.241, 0.501, 1.058], [0.462, 1.680, 1.659], [1.021, 0.659, 0.943], [-0.142, 0.055, -0.374], [-2.279, -1.502, -0.994], [-0.017, -0.418, -0.030], [0.361, -0.132, -0.356], [-0.020, -0.074, -0.181], [1.835, -0.535, 1.823], [-0.128, 0.015, 0.716], [0.025, 0.049, -0.011], [-0.008, 0.164, -0.295], [-1.210, 0.017, -0.855], [-0.040, -0.073, 0.033], [-0.166, -0.196, 0.122], [-0.958, 0.388, -0.362], [0.246, -0.451, -0.383], [0.497, 0.102, -0.398], [0.158, -0.104, -0.042], [1.826, -0.262, -1.158], [0.109, 0.327, 0.006], [0.279, 0.395, 0.332], [0.191, -0.095, -0.375], [0.515, 0.433, -0.952], [-0.103, -0.107, -0.415], [-0.495, -0.205, 0.038]],
  "relative_energy_kcal_mol": 10.9,
  "fmax_ev_per_a": 4.1,
  "charge": -1,
  "mol_weight_g_mol": 537.20,
  "e_tot_ha": -5147.765440,
  "multiplicity": 1
}